The following is a DFT calculation (ωB97M-V/def2-TZVPD) of 7 unconnected molecules or ions with the total composition C33H41F4N3O3 at a distorted geometry.

Each line ends with the Löwdin charge.
Atoms and positions in Å:
F (0.30253, 4.27404, -2.61701)  0.016
C (1.07542, 3.45983, -1.81607)  -0.247
C (2.44837, 3.42652, -2.01333)  -0.025
C (3.13210, 2.34154, -1.40961)  -0.082
C (2.45329, 1.37958, -0.66789)  -0.072
C (1.08097, 1.61881, -0.28548)  -0.063
C (0.39979, 2.70664, -0.78397)  -0.009
H (2.87701, 3.92794, -2.86247)  0.113
H (4.12563, 2.09710, -1.75502)  0.102
H (2.98340, 0.50450, -0.29693)  0.096
H (0.65313, 1.09704, 0.57462)  0.098
H (-0.62221, 2.81716, -0.59343)  0.071
F (2.26946, 1.86645, -6.84032)  0.029
C (1.22868, 1.25821, -6.18373)  -0.287
C (0.95319, 0.00914, -6.60808)  -0.009
C (-0.31143, -0.53985, -6.22852)  -0.088
C (-1.09637, 0.11502, -5.34654)  -0.131
C (-0.74503, 1.34793, -4.83641)  -0.074
C (0.44557, 1.97687, -5.27389)  0.007
H (1.56534, -0.41924, -7.42313)  0.132
H (-0.58773, -1.52492, -6.59116)  0.101
H (-2.10778, -0.28742, -5.09867)  0.121
H (-1.44665, 1.89959, -4.24531)  0.097
H (0.66989, 3.01208, -4.98941)  0.112
F (4.33252, -1.16635, 3.83394)  0.035
C (3.24976, -1.89191, 3.43922)  -0.277
C (3.09777, -3.18102, 4.03441)  0.007
C (1.99247, -3.89622, 3.60752)  -0.098
C (1.01477, -3.43215, 2.74760)  -0.103
C (1.13600, -2.12871, 2.32042)  -0.065
C (2.29573, -1.35810, 2.62137)  -0.026
H (3.79310, -3.52146, 4.77834)  0.110
H (1.84637, -4.85620, 4.09794)  0.103
H (0.20048, -4.08069, 2.53482)  0.090
H (0.31304, -1.71200, 1.68259)  0.110
H (2.42758, -0.27514, 2.35900)  0.121
F (-0.23594, -5.49879, 5.40872)  0.057
C (-1.09941, -4.73796, 4.72580)  -0.313
C (-1.08181, -3.37454, 5.06047)  -0.021
C (-1.89685, -2.45715, 4.38239)  -0.059
C (-2.73815, -3.01194, 3.41352)  -0.113
C (-2.77611, -4.34885, 3.13855)  -0.102
C (-1.92126, -5.25680, 3.73979)  -0.025
H (-0.39666, -3.03001, 5.77803)  0.103
H (-1.86757, -1.37052, 4.55495)  0.108
H (-3.35090, -2.23857, 2.89679)  0.104
H (-3.40208, -4.66966, 2.29836)  0.113
H (-1.95553, -6.32329, 3.54075)  0.120
C (-2.17699, -4.96167, -4.97974)  -0.349
O (-2.24294, -5.24228, -6.17608)  -0.008
N (-1.11586, -4.46319, -4.32640)  -0.184
C (-1.39572, -3.96453, -3.00595)  -0.060
C (0.09671, -4.22645, -5.10886)  -0.026
H (-3.06179, -5.07853, -4.27996)  0.139
H (-0.80012, -4.49110, -2.21961)  0.103
H (-2.42245, -4.19641, -2.82915)  0.058
H (-1.24400, -2.88495, -2.94194)  0.090
H (0.91183, -4.79004, -4.69217)  0.085
H (-0.17405, -4.44803, -6.14605)  0.088
H (0.44026, -3.21323, -5.19155)  0.060
C (0.19927, 5.76802, 2.71661)  -0.341
O (-0.32335, 5.33739, 3.74803)  -0.014
N (1.48549, 5.66670, 2.36094)  -0.188
C (1.94071, 6.03379, 1.03983)  -0.050
C (2.45152, 5.32296, 3.38946)  -0.026
H (-0.39461, 6.19175, 1.96098)  0.111
H (1.11282, 6.23290, 0.38990)  0.080
H (2.55940, 5.33090, 0.53424)  0.069
H (2.55081, 6.93672, 1.07548)  0.091
H (1.87736, 5.16170, 4.27923)  0.072
H (2.93082, 4.32363, 3.10875)  0.119
H (3.15143, 6.12878, 3.43747)  0.080
C (-2.60552, 0.70147, 0.90791)  -0.308
O (-2.26025, -0.45710, 1.23728)  -0.039
N (-2.47939, 1.76977, 1.71636)  -0.213
C (-2.94672, 2.98839, 1.12476)  -0.076
C (-2.14971, 1.77168, 3.08447)  -0.033
H (-3.07077, 0.88489, -0.07563)  0.134
H (-3.88300, 3.28579, 1.55287)  0.084
H (-3.17398, 2.84431, 0.05591)  0.085
H (-2.18677, 3.81321, 1.21742)  0.102
H (-3.04704, 1.65025, 3.71190)  0.106
H (-1.45557, 0.94324, 3.23578)  0.091
H (-1.82173, 2.78279, 3.28397)  0.081

Summary:
Structure (SMILES): Fc1ccccc1.Fc1ccccc1.Fc1ccccc1.Fc1ccccc1.CN(C)C=O.CN(C)C=O.CN(C)C=O
HOMO level: -8.936 eV

---

The following is a DFT calculation (ωB97M-V/def2-TZVPD) of 2 unconnected molecules or ions with the total composition C2H5N7 at a distorted geometry.

Each line ends with the Löwdin charge.
Atoms and positions in Å:
C (-1.38993, -0.60229, 0.09774)  -0.173
C (0.49469, 1.26752, 0.41269)  -0.293
N (-0.33484, -2.22224, 1.32359)  0.006
N (-1.24890, -1.12390, 1.30910)  -0.060
N (-0.64406, -1.46516, -0.62239)  -0.023
N (-0.01268, -2.39259, 0.15952)  -0.035
N (0.34619, 1.70956, -0.73034)  -0.039
N (0.37814, 0.76295, 1.49596)  0.162
N (0.82482, 1.53787, -1.96101)  -0.017
H (-0.32590, -1.42257, -1.59090)  0.128
H (0.71240, 0.92910, 2.36575)  0.039
H (-1.39625, -0.66349, 2.20532)  0.118
H (0.79098, 2.45463, -2.43229)  0.094
H (1.80534, 1.23062, -2.03274)  0.093

Summary:
HOMO level: -8.445 eV
Energy relative to the best compared isomer or geometry (same formula, charge and spin): 3.629 eV

---

The following is a DFT calculation (ωB97M-V/def2-TZVPD) of a molecular structure, C23H34CrGeNO2Se.

Each line ends with the Löwdin charge.
Atoms and positions in Å:
Cr (-0.09227, 0.36708, 0.93862)  0.510
C (2.45860, 1.51073, -0.34068)  -0.046
N (1.75572, 0.23388, -0.06508)  -0.329
C (1.71941, -0.55609, -1.31755)  -0.028
C (2.51978, -0.51059, 0.98559)  -0.113
C (2.17929, 0.02560, 2.35563)  -0.224
C (3.04278, -0.06704, 3.43514)  -0.002
C (2.64610, 0.40322, 4.68194)  -0.025
C (1.39660, 0.98543, 4.86084)  -0.039
C (0.52759, 1.10400, 3.78588)  -0.061
C (0.91761, 0.61066, 2.54318)  -0.225
H (3.45423, 1.30716, -0.73991)  0.114
H (2.56066, 2.08626, 0.57734)  0.105
H (1.90207, 2.08500, -1.07940)  0.105
H (2.73300, -0.70967, -1.69473)  0.116
H (1.15147, -0.01321, -2.07280)  0.111
H (1.25512, -1.52260, -1.13899)  0.080
H (3.58982, -0.43776, 0.77404)  0.150
H (2.24776, -1.56577, 0.90896)  0.131
H (4.02846, -0.49903, 3.30868)  0.132
H (3.32576, 0.32779, 5.51999)  0.124
H (1.10877, 1.36015, 5.83360)  0.123
H (-0.44093, 1.57058, 3.92205)  0.115
C (-5.85063, -2.73136, -0.49376)  -0.199
Ge (-4.94071, -1.72017, 0.89994)  0.780
C (-6.06407, -0.36478, 1.74352)  -0.210
C (-4.05159, -2.84709, 2.22748)  -0.200
C (-3.42835, -0.76408, -0.02693)  -0.492
Se (-2.51580, 0.45343, 1.18106)  1.028
C (-3.41616, 2.12504, 0.78882)  -0.291
H (-6.64104, -3.33964, -0.05431)  0.034
H (-5.15962, -3.39653, -1.01133)  0.022
H (-6.30562, -2.06362, -1.22459)  0.031
H (-6.87804, -0.85052, 2.28134)  0.035
H (-6.50923, 0.29992, 1.00272)  0.032
H (-5.50474, 0.22913, 2.46878)  0.017
H (-4.77912, -3.25289, 2.92967)  0.036
H (-3.33126, -2.26192, 2.80642)  0.011
H (-3.53276, -3.67906, 1.75042)  0.017
H (-3.73997, -0.18255, -0.89420)  0.043
H (-2.66784, -1.47713, -0.34170)  -0.008
H (-4.46005, 2.01499, 1.06919)  0.035
H (-3.32462, 2.35626, -0.26876)  0.055
H (-2.95520, 2.89758, 1.39932)  0.041
O (-0.07961, 3.49036, 0.72117)  0.233
C (-0.07905, 2.37155, 0.80350)  -0.089
C (-0.05652, -2.87808, 2.61602)  0.037
C (-0.40139, -2.72630, 1.16978)  -0.314
O (-0.43132, -1.58402, 0.65591)  -0.146
C (-0.73049, -3.88255, 0.35341)  -0.166
C (-0.76563, -5.16783, 0.90935)  -0.001
C (-1.10028, -6.25362, 0.12308)  -0.032
C (-1.40403, -6.07032, -1.22041)  -0.020
C (-1.36997, -4.79819, -1.78559)  -0.038
C (-1.03570, -3.71076, -1.00601)  -0.014
H (0.09625, -1.90566, 3.07695)  0.083
H (0.84884, -3.47934, 2.72607)  0.120
H (-0.85348, -3.40886, 3.13844)  0.107
H (-0.53586, -5.32396, 1.95433)  0.121
H (-1.12539, -7.24470, 0.55419)  0.123
H (-1.66830, -6.92216, -1.83266)  0.125
H (-1.60200, -4.66649, -2.83348)  0.120
H (-1.00386, -2.72045, -1.44159)  0.112

Summary:
HOMO level (alpha / beta): -14.901 / -15.105 eV
2S+1: 2
Expectation value of S²: 0.780
Charge: +2

---

Please write out number 2 again, unchanged.
The following is a DFT calculation (ωB97M-V/def2-TZVPD) of 2 unconnected molecules or ions with the total composition C2H5N7 at a distorted geometry.

Each line ends with the Löwdin charge.
Atoms and positions in Å:
C (-1.38993, -0.60229, 0.09774)  -0.173
C (0.49469, 1.26752, 0.41269)  -0.293
N (-0.33484, -2.22224, 1.32359)  0.006
N (-1.24890, -1.12390, 1.30910)  -0.060
N (-0.64406, -1.46516, -0.62239)  -0.023
N (-0.01268, -2.39259, 0.15952)  -0.035
N (0.34619, 1.70956, -0.73034)  -0.039
N (0.37814, 0.76295, 1.49596)  0.162
N (0.82482, 1.53787, -1.96101)  -0.017
H (-0.32590, -1.42257, -1.59090)  0.128
H (0.71240, 0.92910, 2.36575)  0.039
H (-1.39625, -0.66349, 2.20532)  0.118
H (0.79098, 2.45463, -2.43229)  0.094
H (1.80534, 1.23062, -2.03274)  0.093

Summary:
HOMO level: -8.445 eV
Energy relative to the best compared isomer or geometry (same formula, charge and spin): 3.629 eV

---

- Which formula does entry 2 have?
  C2H5N7